# C36H43Cl3I2N3P2RuSbSe2Si

A structure of composition C36H43Cl3I2N3P2RuSbSe2Si (the ωB97M-V functional and the def2-TZVPD basis, OMol25).

Frontier orbital gap (alpha / beta) = 4.628 / 4.624 eV
Spin multiplicity = 2
Lowest unoccupied orbital energy (alpha / beta) = -4.931 / -4.934 eV
Charge = +1

Cartesian coordinates (Å):
Ru: -1.27 1.07 0.64
Se: 0.90 -3.35 -3.70
P: 1.47 -3.65 -1.69
C: 0.73 -5.16 -1.04
C: -0.66 -5.29 -1.14
C: -1.27 -6.45 -0.68
C: -0.50 -7.47 -0.14
C: 0.87 -7.34 -0.04
C: 1.49 -6.18 -0.48
C: 3.26 -3.73 -1.49
C: 3.92 -2.98 -0.52
C: 5.30 -3.05 -0.43
C: 6.02 -3.87 -1.29
C: 5.36 -4.62 -2.25
C: 3.98 -4.55 -2.36
C: 0.84 -2.34 -0.63
C: 0.20 -1.14 -0.87
N: -0.09 -0.64 0.39
N: 0.35 -1.51 1.30
N: 0.90 -2.52 0.71
P: -0.41 -0.31 -2.35
Se: -1.37 1.62 -1.73
C: 1.00 0.11 -3.37
C: 2.02 0.74 -2.66
C: 3.17 1.14 -3.32
C: 3.30 0.93 -4.68
C: 2.27 0.32 -5.39
C: 1.11 -0.08 -4.74
C: -1.80 -1.33 -2.90
C: -2.65 -1.74 -1.88
C: -3.79 -2.46 -2.18
C: -4.09 -2.76 -3.50
C: -3.26 -2.32 -4.52
C: -2.12 -1.60 -4.23
H: -1.24 -4.49 -1.57
H: -2.34 -6.55 -0.76
H: -0.98 -8.38 0.20
H: 1.47 -8.14 0.38
H: 2.57 -6.07 -0.40
H: 3.36 -2.36 0.17
H: 5.82 -2.46 0.32
H: 7.10 -3.92 -1.22
H: 5.92 -5.26 -2.92
H: 3.45 -5.12 -3.11
H: 1.91 0.92 -1.60
H: 3.97 1.61 -2.76
H: 4.19 1.24 -5.20
H: 2.36 0.16 -6.46
H: 0.32 -0.56 -5.30
H: -2.43 -1.48 -0.85
H: -4.45 -2.79 -1.38
H: -4.98 -3.34 -3.73
H: -3.51 -2.54 -5.55
H: -1.49 -1.25 -5.03
I: 3.24 0.20 1.97
C: 2.89 -1.31 3.30
I: -0.28 0.35 4.42
H: 3.00 -1.07 4.34
H: 2.23 -2.10 2.95
Cl: -3.14 3.91 -1.66
Si: -2.43 3.01 0.10
Cl: -3.82 1.31 0.40
Cl: -3.23 4.27 1.39
C: -2.81 4.89 4.72
C: -2.54 3.38 4.74
C: -1.78 3.05 6.02
Sb: -1.35 2.46 3.01
C: 0.62 3.44 2.81
C: 0.65 4.86 3.36
C: 1.07 3.35 1.36
C: -2.32 5.49 1.14
C: -1.64 6.64 0.53
C: -4.51 3.51 1.79
H: -3.45 5.13 5.58
H: -3.34 5.28 3.85
H: -1.88 5.45 4.83
H: -3.49 2.84 4.67
H: -0.74 3.36 5.95
H: -1.80 1.98 6.23
H: -2.24 3.58 6.86
H: 1.25 2.78 3.41
H: -0.07 5.50 2.84
H: 1.64 5.29 3.20
H: 0.44 4.88 4.42
H: 0.46 3.98 0.70
H: 1.02 2.32 0.98
H: 2.11 3.68 1.28
H: -4.03 4.93 0.59
H: -1.46 7.47 1.21
H: -2.32 6.99 -0.26
H: -0.71 6.33 0.04
H: -3.51 4.95 2.50
H: -2.46 3.67 2.21
H: -5.49 3.27 2.16